Entry 1:
Below is a 3-piece molecular cluster, C4H14N2O2 overall, with properties calculated with ωB97M-V/def2-TZVPD.

- strongest force on any atom (eV Å⁻¹) = 1.09
- E_tot (eV) = -11444.3428

Geometry as XYZ:
```
22
C4H14N2O2 (ωB97M-V/def2-TZVPD)
O 0.25164 0.91208 1.22325
O -2.45165 -0.61092 -0.15773
N -1.71161 0.58157 -0.27543
N -3.34612 -0.47825 0.96546
C 1.07477 0.20915 0.56027
C 0.95886 -1.30203 0.65124
C 2.47302 0.76481 0.40299
C 0.60141 0.38010 -1.72539
H -2.96347 -1.08932 1.68530
H 0.82576 1.43749 -1.88602
H 1.29342 -1.60329 1.65025
H 2.42896 1.81206 0.10930
H 1.56868 -1.81080 -0.09292
H -0.08783 0.06121 -2.52267
H -1.11374 0.79660 0.61563
H 1.50360 -0.19838 -1.90886
H 2.95618 0.71051 1.38368
H -0.07907 -1.61274 0.53565
H -2.31824 1.34365 -0.57142
H -4.21165 -0.89334 0.63010
H 3.07552 0.20531 -0.31020
H -0.72847 0.38453 -0.96246
```

Mulliken atomic charge list, values in e, 6 entries: -0.776, -0.183, -0.147, -0.512, 0.937, -0.905

---

Entry 2:
Below is a 8-piece molecular cluster, C16H41FN15O8 overall, with properties calculated with ωB97M-V/def2-TZVPD.

- strongest force on any atom (eV Å⁻¹) = 4.59
- E_tot (eV) = -58702.6507
- charge = +1

Geometry as XYZ:
```
81
C16H41FN15O8 (ωB97M-V/def2-TZVPD)
F -4.46638 3.30635 -3.65050
O 2.78372 0.24976 -3.79223
O 2.13061 -1.15275 2.11754
O -4.52772 -4.06043 -1.68730
O 2.33884 2.77232 -0.55442
O 1.56236 -1.30806 5.66312
O 7.49138 1.36933 0.52718
O -0.65693 1.94367 -2.36639
O -2.37498 -2.67270 4.51354
N -4.36561 -2.69153 3.43374
N 7.35087 2.91985 2.17122
N 4.26737 1.85018 0.18943
N 1.26369 0.36722 7.15249
N 0.84220 0.70597 4.93349
N 0.14529 -1.16961 1.02827
N 9.35507 1.95036 1.66992
N 0.40351 -2.33023 2.97954
N 3.46475 -1.58218 -4.92889
N 1.58161 -0.46066 -5.57186
N -3.85493 -0.49746 -1.40257
N 4.31866 3.51361 -1.36785
N -4.09877 -3.84790 5.38352
N -3.82378 -5.88863 -2.81913
N -5.72119 -4.80046 -3.46453
C -4.69178 0.78433 -3.56223
C -3.14783 3.41778 -0.71832
C -3.65481 2.09123 -1.48077
C -3.45225 0.73646 -0.73377
C -4.43904 -0.52243 -2.74358
C 0.96927 -1.52870 2.04975
C -3.53684 -3.04651 4.44838
C 3.56336 2.71513 -0.57554
C -1.96172 4.02948 -1.62953
C 8.03095 2.03675 1.39966
C 0.09207 0.86157 -1.74411
C 1.24363 -0.15449 5.90069
C -4.68058 -4.86541 -2.59883
C 2.62121 -0.54547 -4.70395
C -4.27990 2.12911 -2.89965
C -0.60608 3.16893 -1.58309
H 0.98392 -2.61703 3.75410
H 0.21685 3.82421 -2.06993
H 6.36192 3.01274 2.00087
H -5.15540 0.78479 -4.61765
H 0.81535 0.35437 3.98905
H 5.27228 1.78843 0.18581
H -5.32217 -2.98815 3.36259
H -2.34141 4.12693 -2.71058
H 0.53260 -0.57287 0.31681
H -3.98470 -2.09574 2.71841
H -3.68194 -1.37235 -0.88037
H -0.81054 -1.46459 0.95042
H -5.05026 -4.16619 5.34916
H -2.76602 3.19050 0.34973
H 1.43001 -1.10355 -6.32775
H 1.55699 -0.24211 7.89879
H 5.32197 3.48142 -1.39973
H 0.57625 1.65797 5.10706
H -0.01261 0.81305 -0.60041
H 9.81713 2.48800 2.38056
H -0.54926 -2.64817 2.94076
H 3.34904 -2.24650 -5.67241
H 0.93238 0.29767 -5.43722
H -4.70167 -1.52852 -3.21795
H 4.24971 -1.67867 -4.30476
H 9.89513 1.30416 1.11725
H 3.83182 4.17195 -1.95373
H -3.93094 -6.55861 -3.55925
H -5.86432 -5.44993 -4.21698
H -3.03663 -5.97090 -2.19553
H 3.74141 1.23687 0.79363
H -2.98518 0.67475 0.30958
H 1.20461 1.05298 -2.00335
H 1.00571 1.31279 7.36862
H -1.73084 5.07465 -1.22227
H -6.38244 -4.05242 -3.33270
H -3.51522 -4.13357 6.15361
H -0.19983 -0.18380 -2.13820
H -0.31632 2.98766 -0.48360
H -4.01189 4.16823 -0.57624
H 7.77516 3.47577 2.89133
```

Mulliken atomic charge list, values in e, 6 entries: -0.241, -0.614, -0.634, -0.659, -0.669, -0.606

---

Entry 3:
Below is a 3-piece molecular cluster, C27H44F2N4O4S overall, with properties calculated with ωB97M-V/def2-TZVPD.

- strongest force on any atom (eV Å⁻¹) = 3.77
- structure (SMILES) = C[C@H](F)Cc1cnc2cc(S(C)(=O)=O)c(CN)c(C(=O)NC(=O)F)c2n1.CCCCCC.CCCCCC
- E_tot (eV) = -59131.1415

Geometry as XYZ:
```
82
C27H44F2N4O4S (ωB97M-V/def2-TZVPD)
S 1.66575 2.43156 2.23978
F -4.03845 -2.85761 -1.08441
F -8.04551 -1.28430 1.96306
O 1.54009 3.88021 1.97087
O -2.18527 -2.39245 1.51521
O 2.72158 1.87976 1.38195
O -3.65203 -0.80613 -1.80060
N 1.67365 -0.93853 2.28383
N -3.53307 2.95627 2.63237
N -4.07738 0.18870 1.49231
N -1.85458 -1.80376 -0.73685
C -1.75917 0.22898 -4.46172
C 7.77598 0.34512 4.38020
C -2.55268 2.07624 2.19094
C -1.90890 -1.54892 0.70298
C -2.07284 -0.86348 -8.05219
C 0.98401 -0.58637 0.99246
C 6.32414 -0.00038 4.04074
C -6.54785 0.59746 1.84088
C 5.84639 0.47087 2.66668
C -5.03816 1.05011 1.91604
C 8.81792 -0.18204 3.39343
C -1.12270 2.52950 2.32451
C -3.01323 -0.33727 -5.11493
C -1.61650 -0.10650 1.24753
C -0.24248 0.33521 1.38132
C -2.80224 -1.72214 -5.72741
C -2.80856 0.73781 1.64279
C -6.71662 -1.22320 -0.03457
C -3.37940 -1.19383 -8.76398
C -6.72672 -0.92666 1.51521
C 5.86858 1.98568 2.50711
C 2.08704 2.22572 4.01751
C -3.22179 -1.76387 -1.23864
C 0.01446 1.72059 1.95138
C 8.85312 -1.70334 3.30989
C -4.76019 2.40540 2.48502
C -1.78120 -1.78312 -6.86636
H 6.44192 0.00946 1.87443
H -1.25342 -0.95614 -8.77159
H -2.48288 -2.41411 -4.93971
H 5.48565 2.26640 1.52441
H 9.63467 -2.02531 2.61790
H -3.79713 -0.41049 -4.35562
H -1.39867 -0.43514 -3.67122
H 5.24147 2.46556 3.26329
H 8.64818 0.23655 2.39716
H -3.76680 -2.09859 -6.08279
H -6.97087 0.78070 2.87717
H -1.97506 1.20141 -4.01306
H -1.72484 -2.81683 -7.22446
H 9.06735 -2.14181 4.28761
H -2.08260 0.18251 -7.73340
H 6.88081 2.38674 2.59413
H 0.63138 -1.57026 0.55715
H 9.80420 0.17168 3.71000
H 1.22609 1.87832 4.64118
H -0.95459 0.37134 -5.18617
H -7.00538 -2.29356 -0.24577
H -3.37287 -2.22314 -9.13086
H -4.24129 -1.06858 -8.10511
H 2.54342 -0.39619 2.36410
H 2.97580 1.53235 4.10472
H -7.47431 -0.58709 -0.58319
H -7.13565 1.26502 1.14590
H 4.81867 0.12253 2.51898
H 5.67662 0.43532 4.81069
H -3.38268 0.36340 -5.86944
H -5.63713 3.01373 2.83260
H -5.70047 -1.02198 -0.46990
H 7.90613 -2.11040 2.94949
H -3.52083 -0.53135 -9.62096
H 1.68428 -0.07344 0.28187
H 2.43340 3.23716 4.37577
H -0.92543 3.54834 2.75842
H -5.95578 -1.51935 2.07571
H -0.78560 -1.54722 -6.47644
H 8.00058 -0.04796 5.37782
H 7.88336 1.43199 4.45609
H 6.18191 -1.08389 4.10869
H 1.08492 -0.57097 3.04401
H -1.42173 -0.97799 -1.17395
```

Mulliken atomic charge list, values in e, 6 entries: 1.553, -0.253, -0.371, -0.757, -0.477, -0.602

---

Entry 4:
Below is one molecule with the formula C3H6N2OS2, with properties calculated with ωB97M-V/def2-TZVPD.

- strongest force on any atom (eV Å⁻¹) = 6.13
- structure (SMILES) = [H]/N=C(/NS)OCC=S
- E_tot (eV) = -29901.6880

Geometry as XYZ:
```
14
C3H6N2OS2 (ωB97M-V/def2-TZVPD)
S -3.04629 -1.45498 0.11501
S 3.46920 -1.00834 0.05946
O -0.37985 -0.39546 -0.53028
N 1.85573 -1.25536 -0.64607
N 1.58883 0.98613 0.08725
C -2.61538 0.07857 -0.12530
C 0.92088 -0.12898 -0.27966
C -1.22612 0.58155 -0.04592
H -3.39855 0.78516 -0.63668
H 1.52330 -2.19046 0.01496
H 0.97274 1.74170 0.19641
H 3.10722 -0.43631 1.46647
H -1.40661 1.70952 -0.67029
H -1.36509 0.98725 0.99465
```

Mulliken atomic charge list, values in e, 6 entries: -0.195, -0.143, -0.204, -0.402, -0.602, -0.302

---

Entry 5:
Below is an isolated ion of composition C5H5O3 and charge -1, with properties calculated with ωB97M-V/def2-TZVPD.

- strongest force on any atom (eV Å⁻¹) = 4.38
- structure (SMILES) = O=C([O-])/C=C/C=C/O
- E_tot (eV) = -11406.8306
- charge = -1

Geometry as XYZ:
```
13
C5H5O3 (ωB97M-V/def2-TZVPD)
O -2.42141 2.70590 0.54885
O -3.36358 1.24766 -0.89434
O 2.16248 -0.09380 0.56094
C -1.20302 -0.44696 -0.47195
C -2.50525 1.64417 -0.09583
C -1.37983 0.72707 0.13628
C 0.85693 -0.01242 0.15093
C 0.01614 -1.03004 -0.13004
H 0.26221 -2.16804 -0.07377
H 0.47596 1.12396 -0.03309
H -0.84347 0.88240 1.07339
H -1.92121 -0.70809 -1.37567
H 2.53607 -0.92944 0.39667
```

Mulliken atomic charge list, values in e, 6 entries: -0.743, -0.733, -0.512, -0.307, 0.280, -0.527

---

Entry 6:
Below is a 7-piece molecular cluster, C14H26Cl10N2 overall, with properties calculated with ωB97M-V/def2-TZVPD.

- strongest force on any atom (eV Å⁻¹) = 1.83
- structure (SMILES) = ClCCCl.ClCCCl.ClCCCl.ClCCCl.ClCCCl.CC#N.CC#N
- E_tot (eV) = -143144.7796

Geometry as XYZ:
```
52
C14H26Cl10N2 (ωB97M-V/def2-TZVPD)
Cl 0.06203 3.61745 4.85647
Cl -1.64195 -6.42139 -1.82468
Cl -3.54204 -1.98572 -1.95461
Cl 1.88384 0.29386 2.78923
Cl -1.47049 -1.50259 1.52409
Cl -2.65699 1.96708 1.97787
Cl 0.52136 -4.05367 -1.69564
Cl 3.97479 2.63920 3.85108
Cl 0.78183 0.71985 -1.40812
Cl -3.11874 2.16103 -2.98063
N 0.36572 3.64622 0.32230
N 2.85070 -6.40234 0.65857
C 2.96950 -5.26717 0.57615
C -0.34273 -4.39952 -3.20600
C -0.77642 -5.87250 -3.27383
C 3.12889 -3.81611 0.45164
C -0.22435 0.31230 0.02624
C -1.50399 2.05594 3.32827
C -2.87525 0.42590 -2.84082
C 0.29633 4.60881 -0.29351
C 2.89949 1.30988 1.75443
C -3.92782 -0.23702 -1.98368
C -0.21313 -1.18681 0.29441
C -1.23182 3.50874 3.64845
C 3.08137 2.69546 2.31996
C 0.26942 5.80461 -1.13372
H -0.49505 -1.73486 -0.59735
H 0.12929 5.43975 -2.15274
H 3.84597 0.80260 1.58766
H 2.72799 -3.50150 -0.50597
H 4.20075 -3.63202 0.53546
H 0.27770 -4.21669 -4.07591
H -2.89075 -0.01825 -3.83420
H -0.57051 6.43068 -0.83976
H -1.88134 0.30680 -2.41526
H -4.95733 -0.10359 -2.29776
H 2.65559 -3.39317 1.33827
H -1.88102 1.48263 4.17151
H 1.18373 6.38949 -1.09963
H 2.18569 3.30410 2.36653
H -2.15402 3.89341 4.08387
H 0.77408 -1.45950 0.65271
H -0.94439 4.05348 2.75620
H -3.83763 0.02740 -0.93115
H 0.25543 0.81959 0.86237
H 2.41291 1.39152 0.77931
H 0.13658 -6.45927 -3.41020
H 3.73866 3.21377 1.61276
H -1.26031 -3.81626 -3.16028
H -1.19536 0.76978 -0.12347
H -1.42481 -6.15947 -4.09771
H -0.59141 1.54808 3.01080
```

Mulliken atomic charge list, values in e, 6 entries: -0.191, -0.172, -0.182, -0.192, -0.197, -0.187

---

Entry 7:
Below is C6H10I2O2 as an isolated structure, with properties calculated with ωB97M-V/def2-TZVPD.

- strongest force on any atom (eV Å⁻¹) = 4.74
- E_tot (eV) = -26677.6664

Geometry as XYZ:
```
20
C6H10I2O2 (ωB97M-V/def2-TZVPD)
I -1.18662 -0.66815 3.29945
I 2.05951 0.76742 3.13707
O -0.88701 0.35312 -0.20135
O 1.25167 1.04808 -0.05204
C -0.52383 -2.02203 -0.05782
C 0.78739 -1.23653 0.24185
C 0.33445 0.13227 0.31246
C 0.14417 0.60806 2.29978
C 0.92581 2.41800 -0.12337
C -1.42640 -0.93012 -0.77000
H -0.09835 2.73783 -0.68191
H 1.83813 2.80652 -0.54581
H 1.47193 -1.39070 -0.55360
H -0.28013 1.61938 2.41800
H -0.38581 -2.89410 -0.68791
H -2.48867 -1.11576 -0.70806
H -0.90603 -2.33890 0.88124
H 0.95891 2.77159 0.84508
H -1.13879 -0.88332 -1.90672
H 1.32849 -1.58241 1.07378
```

Mulliken atomic charge list, values in e, 6 entries: 0.044, 0.112, -0.405, -0.358, -0.522, -0.660

---

Entry 8:
Below is one molecule with the formula C4H10N2O3, with properties calculated with ωB97M-V/def2-TZVPD.

- strongest force on any atom (eV Å⁻¹) = 2.75
- structure (SMILES) = NOCC[C@@H](N)C(=O)O
- E_tot (eV) = -13431.2105

Geometry as XYZ:
```
19
C4H10N2O3 (ωB97M-V/def2-TZVPD)
O -0.84491 2.48144 0.16616
O 1.73274 -2.98389 -0.43073
O 2.13674 -1.58177 1.26563
N -0.94210 2.55107 1.58974
N 0.06360 -1.36895 -1.61434
C 0.33364 0.30936 0.24338
C 1.42508 -1.92452 0.32091
C 0.19530 -1.14975 -0.16557
C -0.88819 1.08037 -0.19532
H -1.88762 2.99224 1.74194
H -1.78301 0.61377 0.31370
H 1.21068 -2.88085 -1.26579
H -1.05497 1.11182 -1.29291
H -0.26040 3.35553 1.88456
H -0.66553 -1.64430 0.34439
H 0.46389 0.35824 1.28224
H -0.93238 -1.47414 -1.82345
H 0.39673 -0.58035 -2.23484
H 1.30071 0.73469 -0.12970
```

Mulliken atomic charge list, values in e, 6 entries: -0.278, -0.513, -0.581, -0.570, -0.729, -0.831